Record 1
A cluster of 3 separate species, C31H61ClN2O7S in total in a non-equilibrium geometry, computed with ωB97M-V/def2-TZVPD.

calculated total energy = -73802.155 eV
LUMO (spin up / spin down) = 0.564 / 0.258 eV
molecular weight = 641.4 Da
⟨S²⟩ = 2.008
F_max = 2.99 eV/Å
orbital gap (spin up / spin down) = 9.03 / 9.57 eV
multiplicity = 3

Each line ends with the Löwdin charge.
Geometry (Å):
C 2.452 5.192 2.049  -0.10
C 1.207 4.687 2.807  -0.24
C 1.256 3.168 2.786  -0.72
Cl 0.503 2.631 1.244  0.73
O 0.508 2.654 3.878  -0.34
S 0.574 1.001 4.145  0.92
O -0.658 0.517 3.656  -0.37
O 1.718 0.451 3.109  -0.37
C 3.001 0.307 3.760  -0.24
C 3.412 -1.161 3.917  -0.16
C 4.738 -1.502 3.223  -0.21
C 4.560 -2.459 2.035  -0.20
C 3.762 -1.749 0.941  -0.22
C 3.781 -2.479 -0.399  -0.19
C 3.116 -1.531 -1.451  -0.17
C 3.907 -1.596 -2.750  -0.19
O 3.567 -0.551 -3.663  -0.01
C 2.510 -0.848 -4.462  -0.57
C 1.235 -0.103 -4.138  0.02
O 2.562 -1.596 -5.357  0.16
H 3.356 5.055 2.634  0.07
H 2.501 4.629 1.119  0.06
H 2.345 6.231 1.763  0.07
H 0.348 5.057 2.264  0.09
H 1.238 5.071 3.823  0.12
H 2.293 2.860 2.872  0.10
H 3.763 0.826 3.186  0.11
H 2.924 0.766 4.746  0.10
H 2.617 -1.838 3.623  0.12
H 3.574 -1.346 4.977  0.11
H 5.457 -1.953 3.904  0.10
H 5.232 -0.615 2.829  0.10
H 5.549 -2.676 1.632  0.11
H 4.112 -3.402 2.342  0.12
H 4.229 -0.777 0.780  0.12
H 2.724 -1.585 1.224  0.12
H 4.793 -2.713 -0.729  0.11
H 3.236 -3.420 -0.351  0.11
H 2.083 -1.838 -1.594  0.10
H 3.184 -0.519 -1.066  0.11
H 4.954 -1.459 -2.500  0.12
H 3.812 -2.596 -3.176  0.13
H 0.543 -0.198 -4.960  0.08
H 0.821 -0.516 -3.225  0.08
H 1.420 0.960 -4.017  0.09
C -2.599 -5.128 0.053  -0.03
C -1.060 -5.048 -0.099  -0.48
C -0.680 -5.151 -1.580  -0.13
C -0.769 -6.567 -2.148  -0.17
C -0.005 -7.554 -1.268  -0.13
C -0.440 -7.500 0.198  -0.50
N -0.414 -6.108 0.730  -0.08
O 0.810 -5.773 0.957  -0.02
C -1.848 -8.112 0.338  -0.04
C 0.457 -8.420 1.025  -0.04
C -0.687 -3.654 0.399  -0.04
H -2.880 -5.510 1.035  0.09
H -3.054 -4.141 -0.037  0.08
H -3.073 -5.748 -0.708  0.07
H 0.346 -4.792 -1.717  0.12
H -1.317 -4.484 -2.165  0.13
H -1.813 -6.874 -2.252  0.10
H -0.349 -6.578 -3.156  0.11
H -0.135 -8.568 -1.652  0.12
H 1.066 -7.334 -1.341  0.13
H -2.219 -8.005 1.358  0.09
H -1.816 -9.178 0.109  0.09
H -2.584 -7.686 -0.338  0.06
H 1.513 -8.170 0.924  0.08
H 0.341 -9.451 0.689  0.09
H 0.193 -8.379 2.083  0.09
H -0.915 -3.535 1.460  0.10
H -1.245 -2.893 -0.146  0.09
H 0.369 -3.428 0.247  0.06
C -5.233 7.204 -0.913  -0.03
C -3.688 7.308 -0.895  -0.49
C -3.146 7.250 -2.327  -0.14
C -3.151 5.850 -2.940  -0.18
C -2.473 4.848 -2.009  -0.13
C -3.065 4.855 -0.599  -0.49
N -3.119 6.232 -0.030  -0.08
O -1.933 6.576 0.340  -0.02
C -4.471 4.222 -0.632  -0.04
C -2.249 3.925 0.296  -0.09
C -3.391 8.693 -0.322  -0.05
H -5.613 6.790 0.022  0.09
H -5.690 8.187 -1.027  0.08
H -5.612 6.600 -1.737  0.07
H -2.117 7.625 -2.341  0.12
H -3.725 7.926 -2.960  0.13
H -4.173 5.533 -3.167  0.10
H -2.624 5.872 -3.896  0.11
H -2.545 3.843 -2.432  0.12
H -1.404 5.083 -1.959  0.13
H -4.953 4.295 0.344  0.09
H -4.397 3.164 -0.885  0.09
H -5.136 4.658 -1.374  0.06
H -1.203 4.194 0.316  0.01
H -2.306 2.900 -0.071  0.08
H -2.628 3.934 1.320  0.10
H -3.735 8.777 0.711  0.09
H -3.903 9.453 -0.913  0.08
H -2.330 8.935 -0.353  0.08



Record 2
A cluster of 2 separate species, C31H62F13I2N2O5P4S2 in total, computed with ωB97M-V/def2-TZVPD.

calculated total energy = -156719.914 eV
LUMO = -1.922 eV
molecular weight = 1231.7 Da
F_max = 0.98 eV/Å
orbital gap = 8.22 eV
charge = +1

Each line ends with the Löwdin charge.
Geometry (Å):
C 0.705 0.902 0.476  -0.19
C 0.869 -0.559 0.931  -0.79
I -0.285 -0.810 2.746  0.89
C 2.354 -0.896 1.105  -0.69
I 3.108 -0.179 3.000  0.88
C 2.914 -2.316 0.829  -0.38
C 2.136 -3.540 1.355  -0.39
O 0.762 -3.382 1.042  -0.27
C -0.197 -4.318 1.460  -0.50
C 0.052 -5.763 0.990  -0.18
C -0.441 -6.806 1.994  -0.18
C -1.954 -6.868 2.145  -0.26
O -2.457 -5.814 2.971  -0.09
P -1.812 -3.678 0.759  0.51
S -1.809 -2.323 -0.676  0.20
P 2.718 -3.986 3.095  0.90
O 2.446 -5.620 3.074  -0.29
O 1.391 -3.524 3.933  -0.34
N 3.443 -2.520 -0.553  -0.26
C 4.684 -1.743 -0.757  -0.23
C 5.956 -2.602 -0.566  -0.04
C 6.773 -2.148 0.613  -0.45
F 7.074 -0.831 0.518  0.13
F 6.057 -2.309 1.754  0.09
C 8.097 -2.927 0.783  -0.36
F 7.807 -4.199 1.088  0.17
F 8.715 -2.919 -0.419  0.15
C 9.185 -2.395 1.775  -0.38
F 9.695 -1.268 1.258  0.16
F 10.137 -3.340 1.794  0.16
C 8.677 -2.102 3.225  -0.41
F 7.884 -3.118 3.601  0.13
F 7.960 -0.973 3.196  0.14
S 10.020 -1.934 4.583  0.77
F 11.123 -1.558 3.508  -0.12
F 10.350 -3.474 4.414  -0.12
F 8.939 -2.278 5.685  -0.12
F 9.715 -0.397 4.782  -0.12
F 11.109 -1.848 5.704  -0.10
P 2.551 -2.550 -2.048  0.82
N 1.718 -1.033 -2.180  -0.15
O 1.332 -3.510 -1.587  -0.31
H 0.464 0.952 -0.590  0.07
H 1.617 1.471 0.667  0.07
H -0.086 1.418 1.017  0.02
H 0.372 -1.254 0.267  -0.04
H 2.897 -0.229 0.437  0.04
H 3.834 -2.326 1.417  0.04
H 2.546 -4.377 0.767  0.11
H -0.347 -4.298 2.542  0.09
H 1.118 -5.910 0.821  0.10
H -0.436 -5.954 0.029  0.11
H -0.105 -7.796 1.673  0.12
H 0.000 -6.597 2.972  0.11
H -2.247 -7.842 2.545  0.12
H -2.451 -6.763 1.177  0.10
H -2.644 -6.161 3.846  0.09
H -2.445 -4.830 0.289  -0.02
H -2.544 -3.260 1.872  -0.02
H 2.696 -6.040 2.243  0.05
H 1.483 -3.784 4.859  0.07
H 4.704 -0.872 -0.099  0.11
H 4.701 -1.347 -1.776  0.09
H 5.651 -3.635 -0.396  0.14
H 6.573 -2.579 -1.462  0.13
H 0.788 -1.021 -1.773  -0.01
H 2.242 -0.235 -1.845  0.02
H 0.420 -3.195 -1.709  -0.02
C -5.680 0.001 -2.548  -0.09
C -6.377 1.321 -2.234  -0.25
C -6.048 2.419 -3.246  -0.22
C -4.636 3.012 -3.122  -0.26
P -4.381 4.282 -1.864  1.02
C -5.679 5.525 -2.090  -0.27
C -5.967 6.074 -3.496  -0.23
C -4.973 7.079 -4.087  -0.26
C -4.607 8.231 -3.159  -0.10
C -2.799 5.077 -2.216  -0.26
C -1.488 4.271 -2.237  -0.21
C -0.850 3.904 -0.896  -0.26
C -0.821 5.030 0.130  -0.10
C -4.651 3.823 -0.132  -0.25
C -3.753 2.864 0.660  -0.21
C -3.457 1.499 0.024  -0.25
C -4.261 0.356 0.630  -0.11
H -4.593 0.102 -2.583  0.07
H -5.908 -0.751 -1.794  0.08
H -6.010 -0.385 -3.514  0.08
H -6.125 1.641 -1.220  0.07
H -7.457 1.163 -2.241  0.12
H -6.790 3.219 -3.190  0.10
H -6.136 2.002 -4.251  0.12
H -4.377 3.528 -4.054  0.11
H -3.888 2.224 -3.020  0.09
H -5.480 6.330 -1.378  0.10
H -6.589 5.039 -1.724  0.10
H -6.943 6.561 -3.435  0.12
H -6.094 5.245 -4.196  0.10
H -5.432 7.486 -4.989  0.11
H -4.068 6.575 -4.435  0.09
H -5.490 8.815 -2.893  0.09
H -3.900 8.903 -3.643  0.08
H -4.141 7.890 -2.232  0.05
H -2.723 5.969 -1.590  0.09
H -2.946 5.449 -3.232  0.08
H -0.778 4.884 -2.797  0.12
H -1.630 3.364 -2.830  0.11
H 0.176 3.589 -1.102  0.11
H -1.338 3.024 -0.478  0.06
H -0.228 5.876 -0.223  0.09
H -0.379 4.684 1.064  0.08
H -1.820 5.402 0.370  0.06
H -5.693 3.493 -0.085  0.10
H -4.648 4.794 0.379  0.11
H -4.248 2.706 1.621  0.12
H -2.828 3.383 0.905  0.08
H -2.400 1.261 0.165  0.09
H -3.612 1.528 -1.057  0.07
H -3.953 0.203 1.666  0.08
H -4.061 -0.570 0.093  0.02
H -5.340 0.527 0.618  0.07



Record 3
A structure of composition C31H62P2Si2Tm in a non-equilibrium geometry, computed with ωB97M-V/def2-TZVPD.

calculated total energy = -97005.732 eV
LUMO (spin up / spin down) = -3.272 / -3.254 eV
molecular weight = 721.9 Da
⟨S²⟩ = 2.014
F_max = 7.51 eV/Å
orbital gap (spin up / spin down) = 6.96 / 6.90 eV
multiplicity = 3
charge = +1

Each line ends with the Löwdin charge.
Geometry (Å):
Tm 0.150 2.943 -0.675  1.23
C 0.526 1.768 1.295  -0.31
C 1.766 2.412 0.899  -0.32
C 0.186 4.084 1.287  -0.34
C -0.446 2.812 1.515  -0.35
C 1.549 3.836 0.899  -0.34
C 0.463 0.418 1.958  -0.01
H 0.374 -0.390 1.226  0.05
H -0.402 0.332 2.633  0.06
H 1.352 0.206 2.570  0.10
C -1.708 2.621 2.297  -0.03
H -2.312 1.759 1.978  0.09
H -2.324 3.515 2.203  0.07
H -1.488 2.470 3.363  0.10
C -0.337 5.432 1.709  -0.02
H -0.030 5.680 2.744  0.11
H -1.440 5.439 1.684  0.08
H 0.023 6.221 1.062  0.07
C 2.623 4.874 0.818  -0.03
H 3.073 5.074 1.808  0.11
H 2.207 5.828 0.460  0.08
H 3.433 4.582 0.148  0.08
C 3.116 1.757 0.905  -0.02
H 3.881 2.452 1.280  0.09
H 3.397 1.457 -0.113  0.07
H 3.165 0.864 1.550  0.08
C 0.683 -2.300 -0.498  -0.10
C 1.813 -2.302 0.249  -0.13
C 3.225 -2.117 -0.219  -0.16
C 3.468 -2.133 -1.781  -0.17
C 3.410 -0.824 -2.488  -0.12
C 2.412 0.064 -2.461  -0.17
C 1.201 -0.014 -1.563  -0.24
C 0.432 -1.364 -1.654  -0.19
H 3.847 -2.941 0.193  0.12
H 2.775 -2.875 -2.229  0.13
H 3.644 -1.177 0.200  0.11
H 0.613 -1.844 -2.624  0.08
H -0.166 -2.981 -0.292  0.09
H 1.757 -2.543 1.325  0.11
H -0.652 -1.141 -1.629  0.11
H 1.496 0.140 -0.506  0.08
H 2.451 0.982 -3.067  0.08
H 0.517 0.821 -1.873  0.03
H 4.489 -2.521 -1.931  0.11
H 4.294 -0.580 -3.085  0.11
P -0.048 0.131 -4.540  0.85
P -0.099 3.161 -4.506  0.79
C -0.147 0.881 -6.241  -0.44
C -0.677 2.303 -6.111  -0.44
H -0.820 0.259 -6.851  0.08
H 0.845 0.859 -6.718  0.08
H -0.316 2.874 -6.981  0.08
H -1.778 2.296 -6.134  0.08
C -0.691 4.787 -5.156  -0.33
H -0.211 5.589 -4.585  0.03
H -1.779 4.849 -5.036  0.04
H -0.442 4.900 -6.222  0.05
C 1.636 3.353 -5.147  -0.30
H 1.647 3.489 -6.240  0.06
H 2.252 2.485 -4.885  0.02
H 2.054 4.249 -4.673  0.04
C -1.675 -0.752 -4.629  -0.27
H -1.653 -1.613 -3.945  0.03
H -1.851 -1.106 -5.657  0.05
H -2.484 -0.071 -4.336  0.04
C 1.004 -1.297 -5.058  -0.27
H 1.031 -1.367 -6.161  0.05
H 0.602 -2.240 -4.655  0.04
H 2.033 -1.163 -4.689  0.02
C -3.131 -5.293 3.518  -0.18
Si -2.069 -3.943 2.732  0.42
C -0.249 -4.478 2.737  -0.17
C -2.648 -3.788 0.950  -0.19
C -2.199 -2.318 3.630  -0.19
Si -2.310 -2.008 5.460  0.42
C -1.345 -3.326 6.429  -0.19
C -1.566 -0.328 5.875  -0.19
C -4.099 -2.054 6.047  -0.18
H -3.538 -5.926 2.710  0.03
H -3.974 -4.866 4.086  0.03
H -2.526 -5.924 4.189  0.03
H -0.147 -5.535 3.025  0.04
H 0.201 -4.340 1.745  0.00
H 0.288 -3.853 3.460  0.02
H -2.821 -2.736 0.671  0.02
H -1.908 -4.223 0.267  0.01
H -3.597 -4.341 0.821  0.03
H -2.308 -1.451 2.948  0.00
H -0.293 -3.334 6.110  0.03
H -1.379 -3.090 7.505  0.04
H -1.755 -4.337 6.288  0.03
H -2.320 0.474 5.879  0.03
H -1.093 -0.353 6.869  0.03
H -0.795 -0.088 5.126  0.01
H -4.437 -1.043 6.311  0.03
H -4.758 -2.456 5.265  0.02
H -4.163 -2.693 6.939  0.03



Record 4
A cluster of 11 separate species, C31H63Cl2F3N9O12S2 in total in a non-equilibrium geometry, computed with ωB97M-V/def2-TZVPD.

calculated total energy = -126021.150 eV
LUMO = 2.014 eV
molecular weight = 945.9 Da
F_max = 7.60 eV/Å
orbital gap = 8.99 eV
charge = -1

Each line ends with the Löwdin charge.
Geometry (Å):
N 1.485 -0.974 0.581  -0.29
S 1.421 -1.127 2.118  0.46
O 0.967 -2.400 2.630  -0.28
O 1.274 0.109 2.877  -0.28
F 2.992 -1.314 2.387  -0.19
S -0.130 -0.506 0.441  0.61
O -0.275 0.933 0.208  -0.29
O -1.232 -1.139 1.173  -0.27
F -0.296 -1.144 -1.048  -0.20
C 2.064 7.140 -1.455  -0.01
C 0.890 6.447 -0.790  -0.59
O 0.321 7.022 0.126  0.03
N 0.601 5.246 -1.242  0.02
C -0.409 4.363 -0.610  -0.03
H 2.730 6.390 -1.880  0.07
H 2.525 7.761 -0.686  0.08
H 1.734 7.781 -2.272  0.07
H 1.024 4.946 -2.109  0.13
H -0.769 4.795 0.323  0.08
H 0.139 3.448 -0.387  0.05
H -1.259 4.122 -1.249  0.07
C -4.827 4.002 -3.827  -0.02
C -4.101 2.953 -3.102  -0.59
O -3.457 2.108 -3.687  0.04
N -4.154 3.101 -1.761  0.02
C -3.370 2.374 -0.777  -0.06
H -5.183 4.876 -3.282  0.08
H -5.689 3.516 -4.285  0.09
H -4.325 4.420 -4.699  0.09
H -4.840 3.724 -1.359  0.13
H -2.542 1.893 -1.298  0.08
H -3.854 1.553 -0.247  0.08
H -3.089 3.157 -0.073  0.08
C -2.390 -1.092 -4.247  0.00
C -1.565 -1.077 -5.523  -0.52
O -0.353 -1.306 -5.402  0.01
N -2.036 -0.715 -6.727  0.00
C -1.235 -0.320 -7.844  -0.09
H -3.423 -0.803 -4.440  0.07
H -1.969 -0.500 -3.435  0.08
H -2.378 -2.098 -3.827  0.07
H -3.026 -0.589 -6.880  0.13
H -1.829 -0.149 -8.741  0.08
H -0.552 -1.100 -8.182  0.08
H -0.725 0.614 -7.608  0.09
C 3.522 -3.871 -0.269  -0.01
C 3.221 -3.210 -1.621  -0.52
O 3.582 -3.850 -2.650  -0.03
N 2.619 -1.984 -1.674  0.02
C 2.358 -1.270 -2.947  -0.04
H 3.310 -3.202 0.565  0.05
H 4.567 -4.181 -0.255  0.09
H 2.895 -4.759 -0.188  0.07
H 2.253 -1.641 -0.797  0.02
H 1.529 -1.679 -3.525  0.06
H 3.222 -1.375 -3.603  0.08
H 2.221 -0.200 -2.788  0.07
C -0.382 3.218 2.904  0.00
C 0.554 4.348 3.252  -0.57
O 0.412 5.422 2.712  0.03
N 1.557 4.174 4.130  0.02
C 1.928 2.936 4.865  -0.07
H -0.525 2.499 3.711  0.08
H -0.109 2.688 1.992  0.05
H -1.331 3.665 2.608  0.08
H 2.140 4.980 4.307  0.13
H 2.992 2.999 5.097  0.08
H 1.777 2.003 4.322  0.05
H 1.394 2.874 5.813  0.07
C 2.715 -0.970 5.914  0.01
C 3.070 -0.100 7.198  -0.50
O 2.427 0.947 7.348  0.01
N 4.005 -0.528 8.051  0.01
C 4.481 -1.879 8.133  -0.09
H 3.593 -1.430 5.463  0.08
H 2.036 -0.459 5.231  0.06
H 2.092 -1.805 6.234  0.06
H 4.188 0.124 8.801  0.14
H 3.936 -2.510 7.432  0.08
H 4.395 -2.369 9.103  0.08
H 5.547 -1.976 7.928  0.08
C 2.549 2.115 -0.462  0.00
C 3.930 1.497 -0.347  -0.51
O 4.963 2.195 -0.634  -0.04
N 3.939 0.262 0.089  0.00
C 5.117 -0.521 0.156  -0.06
H 2.002 1.692 -1.305  0.07
H 2.526 3.198 -0.582  0.07
H 2.046 1.923 0.486  0.07
H 3.019 -0.103 0.292  0.05
H 5.217 -1.005 1.128  0.08
H 5.982 0.022 -0.226  0.09
H 4.966 -1.357 -0.526  0.07
C -0.214 -4.517 0.008  0.00
C -1.079 -4.896 -1.153  -0.51
O -2.198 -5.418 -1.001  0.01
N -0.463 -4.695 -2.369  0.02
C -1.041 -4.912 -3.668  -0.09
H -0.808 -3.900 0.682  0.07
H 0.709 -3.964 -0.171  0.05
H 0.027 -5.373 0.637  0.09
H 0.481 -4.338 -2.345  0.12
H -2.115 -4.736 -3.623  0.07
H -1.082 -5.954 -3.987  0.08
H -0.718 -4.270 -4.487  0.08
C -0.753 -4.484 4.222  -0.97
Cl -1.982 -5.856 4.490  0.42
Cl -0.500 -3.770 5.797  0.50
H 0.229 -4.837 3.909  0.03
H -1.071 -3.640 3.610  0.01
F -8.247 -1.684 -0.438  0.03
C -6.913 -1.599 -0.673  -0.28
C -6.345 -0.744 -1.632  -0.02
C -4.972 -0.645 -1.701  -0.10
C -4.124 -1.401 -0.884  -0.07
C -4.706 -2.285 0.054  -0.04
C -6.141 -2.396 0.180  0.00
H -7.003 -0.262 -2.340  0.11
H -4.519 -0.043 -2.475  0.08
H -3.050 -1.441 -0.997  0.08
H -4.099 -2.883 0.717  0.10
H -6.632 -3.048 0.888  0.11